1.
This record from the Open Molecules 2025 dataset describes an isolated ion of composition C3H8BNO2 and charge -2 at a distorted geometry. The level of theory is ωB97M-V/def2-TZVPD.

Last column: Löwdin charge in e.
Atoms and positions in Å:
O (-3.54, -0.54, -0.87)  -0.4398
O (-2.35, -1.10, 1.19)  -0.2757
N (0.99, -0.61, 0.64)  -0.1996
C (0.14, 0.65, 0.66)  -0.3011
C (-2.36, -0.37, 0.05)  -0.4762
C (2.14, -0.51, -0.33)  -0.2310
B (-1.13, 0.65, -0.38)  -0.5515
H (1.81, 0.11, -1.29)  0.0740
H (0.43, -1.48, 0.53)  0.0845
H (-0.21, 0.84, 1.77)  0.0864
H (-0.81, 0.44, -1.52)  0.0196
H (2.63, -1.54, -0.60)  0.0578
H (0.87, 1.53, 0.32)  0.0764
H (-1.58, 1.76, -0.36)  0.0174
H (2.97, 0.17, 0.20)  0.0588

## Properties
Kohn-Sham gap, hartree: 0.1964
Charge: -2
E_LUMO, eV: 6.4

=====

2.
This record from the Open Molecules 2025 dataset describes CH3Cl2O2PS as an isolated structure at a distorted geometry. The level of theory is ωB97M-V/def2-TZVPD.

Last column: Löwdin charge in e.
Atoms and positions in Å:
Cl (1.26, -2.65, 1.13)  0.1086
Cl (-1.63, -1.91, 1.97)  0.0970
S (-0.35, 0.79, -1.51)  1.0605
P (-0.61, -2.55, 0.32)  0.0292
O (-0.55, -1.23, -0.59)  -0.8049
O (0.80, 0.77, -2.36)  -0.4157
C (0.19, 1.58, 0.03)  -0.2481
H (0.48, 2.61, -0.19)  0.0570
H (-0.63, 1.56, 0.74)  0.0538
H (1.05, 1.05, 0.44)  0.0627

## Properties
Kohn-Sham gap (alpha / beta), hartree: 0.2413 / 0.2414
Charge: 0
ΔE to the lowest compared entry with this formula, charge and spin, eV: 1.3389
E_LUMO (alpha / beta), eV: -2.3 / -2.3

=====

3.
This record from the Open Molecules 2025 dataset describes an isolated ion of composition C14H18N2O and charge +2 at a distorted geometry. The level of theory is ωB97M-V/def2-TZVPD.

Last column: Löwdin charge in e.
Atoms and positions in Å:
O (-5.86, -2.02, -0.11)  -0.0538
N (3.77, 0.40, -0.10)  -0.0889
N (-3.43, 0.41, 0.34)  -0.0742
C (-5.37, -0.80, -0.66)  -0.2003
C (-4.93, 0.27, 0.47)  -0.0433
C (3.16, 0.27, 1.12)  0.0296
C (5.58, -1.29, -0.12)  -0.0399
C (1.68, 0.71, -1.28)  0.0713
C (-2.68, -0.65, 0.79)  0.0256
C (0.94, 0.54, -0.02)  -0.1128
C (3.14, 0.63, -1.29)  0.0465
C (-2.88, 1.54, -0.21)  0.0522
C (-1.23, -0.61, 0.70)  0.0623
C (5.29, 0.28, -0.14)  -0.1238
C (-1.43, 1.68, -0.38)  0.0783
C (1.71, 0.34, 1.21)  0.0644
C (-0.60, 0.57, 0.09)  -0.1076
H (1.16, 0.24, 2.17)  0.1378
H (-0.95, 2.57, -0.84)  0.1383
H (5.49, -1.60, 0.96)  0.0874
H (1.07, 0.89, -2.20)  0.1383
H (5.65, 0.77, -1.08)  0.1338
H (-5.15, -0.12, 1.50)  0.1505
H (-6.14, -0.32, -1.31)  0.1399
H (-3.53, 2.40, -0.54)  0.1630
H (6.58, -1.55, -0.56)  0.0966
H (-4.49, -1.07, -1.32)  0.1329
H (4.72, -1.78, -0.66)  0.0903
H (-0.66, -1.49, 1.09)  0.1425
H (-3.18, -1.55, 1.22)  0.1598
H (3.73, 0.76, -2.23)  0.1652
H (-5.44, 1.25, 0.32)  0.1421
H (5.66, 0.79, 0.79)  0.1392
H (-5.12, -2.56, 0.23)  0.0930
H (3.75, 0.08, 2.04)  0.1636

## Properties
Kohn-Sham gap, hartree: 0.3075
Charge: +2
ΔE to the lowest compared entry with this formula, charge and spin, eV: 0.0000
E_LUMO, eV: -7.9

=====

4.
This record from the Open Molecules 2025 dataset describes C4H5N2O as an isolated structure at a distorted geometry. The level of theory is ωB97M-V/def2-TZVPD.

Last column: Löwdin charge in e.
Atoms and positions in Å:
O (1.03, 2.67, 1.64)  -0.1844
N (0.88, 1.42, 1.64)  -0.0762
N (-1.67, 0.73, -2.80)  0.0408
C (0.35, 1.04, -1.31)  -0.2240
C (-0.82, 0.82, -2.01)  -0.4342
C (0.46, 0.56, 0.03)  -0.3762
C (-0.81, -0.23, 0.48)  -0.1137
H (-1.00, 0.07, 1.49)  0.0280
H (1.50, -0.02, 0.22)  0.1164
H (-0.64, -1.34, 0.39)  0.0801
H (1.28, 1.54, -1.76)  0.0936
H (-1.60, 0.11, -0.22)  0.0497

## Properties
Kohn-Sham gap (alpha / beta), hartree: 0.2518 / 0.2462
Charge: -1
ΔE to the lowest compared entry with this formula, charge and spin, eV: 0.9940
E_LUMO (alpha / beta), eV: 4.5 / 4.2

=====

5.
This record from the Open Molecules 2025 dataset describes CH2AuLiO as an isolated structure at a distorted geometry. The level of theory is ωB97M-V/def2-TZVPD.

Last column: Löwdin charge in e.
Atoms and positions in Å:
Au (1.29, -1.53, -1.15)  1.2252
O (0.73, 0.36, 0.16)  -0.2069
C (-0.06, -0.61, -0.22)  -0.2311
Li (0.07, 2.00, 0.55)  0.8461
H (-1.39, 0.82, 0.05)  0.2327
H (-0.65, -1.04, 0.62)  0.1341

## Properties
Kohn-Sham gap (alpha / beta), hartree: 0.3148 / 0.3467
Charge: +2
E_LUMO (alpha / beta), eV: -12.2 / -13.4
Spin multiplicity: 3

=====

6.
This record from the Open Molecules 2025 dataset describes a 7-piece molecular cluster, C6H24O8 overall at a distorted geometry. The level of theory is ωB97M-V/def2-TZVPD.

Last column: Löwdin charge in e.
Atoms and positions in Å:
O (2.17, -1.86, 2.73)  -0.0360
O (-3.43, 0.94, 3.06)  -0.0888
O (2.22, -2.00, 0.08)  -0.0779
O (-2.12, -2.98, 0.09)  -0.0438
O (-0.70, -1.96, 3.03)  -0.0374
O (-2.18, 0.11, 0.95)  0.0189
O (1.13, 1.26, 3.19)  -0.0393
O (-0.56, 1.58, 1.15)  0.1209
C (1.36, 1.10, -3.52)  -0.2933
C (2.23, 0.15, -2.76)  -0.1362
C (-1.69, 1.24, -1.02)  -0.0953
C (-1.49, 1.00, 0.45)  -0.5044
C (-0.17, 1.09, -3.14)  -0.1893
C (-0.39, 1.65, -1.71)  -0.1901
H (2.39, -2.23, 3.58)  0.0690
H (1.85, -0.97, 2.70)  0.0165
H (-1.43, -1.33, 3.05)  0.0288
H (2.10, -0.04, -1.69)  0.0428
H (-0.35, -0.02, -3.21)  0.1259
H (1.97, 1.35, 2.71)  0.0639
H (-0.53, 1.11, 2.04)  0.1341
H (2.94, -2.55, -0.22)  0.0337
H (-0.63, 1.77, -3.88)  0.1101
H (-2.16, 0.30, -1.49)  0.1554
H (2.08, -2.21, 1.02)  -0.0202
H (-4.18, 1.36, 2.63)  0.0326
H (-0.67, -2.20, 2.10)  0.0019
H (0.41, 1.13, -1.18)  0.0941
H (3.36, 0.10, -2.73)  0.0890
H (1.40, 0.88, -4.56)  0.0803
H (-1.70, -3.84, 0.15)  0.0423
H (0.76, 2.14, 3.28)  0.0582
H (-2.51, 1.90, -1.26)  0.1184
H (-0.38, 2.74, -1.76)  0.1211
H (2.10, -0.79, -3.33)  0.0793
H (-3.24, 0.23, 2.40)  0.0153
H (-1.63, -2.33, 0.60)  -0.0174
H (1.70, 2.18, -3.53)  0.1170

## Properties
Kohn-Sham gap, hartree: 0.3888
Charge: 0
ΔE to the lowest compared entry with this formula, charge and spin, eV: 1.9619
SMILES: CCCCCC(=O)O.O.O.O.O.O.O
E_LUMO, eV: 0.3

=====

7.
This record from the Open Molecules 2025 dataset describes one molecule with the formula C11H15N3 at a distorted geometry. The level of theory is ωB97M-V/def2-TZVPD.

Last column: Löwdin charge in e.
Atoms and positions in Å:
N (-0.34, -0.21, -0.12)  0.0380
N (0.73, -0.26, 0.77)  -0.1664
N (-0.81, 0.82, -0.55)  0.0095
C (-3.49, 1.90, -2.85)  -0.1416
C (-2.37, 1.90, -1.89)  -0.0130
C (-1.71, 0.67, -1.53)  -0.2691
C (-3.99, 0.71, -3.18)  -0.1393
C (1.23, 0.80, 1.49)  -0.2530
C (2.32, 0.33, 2.61)  -0.2173
C (2.74, -1.65, 1.11)  -0.1695
C (-3.24, -0.49, -2.88)  -0.1099
C (1.20, -1.55, 1.39)  -0.1324
C (3.46, -0.66, 2.13)  -0.1847
C (-2.13, -0.66, -2.07)  -0.0064
H (-3.45, -1.49, -3.19)  0.0847
H (-4.01, 2.86, -3.15)  0.1178
H (4.48, -0.20, 1.78)  0.1294
H (0.89, -2.49, 0.90)  0.1101
H (-1.82, 2.89, -1.72)  0.1178
H (0.87, -1.65, 2.54)  0.1508
H (3.62, -1.30, 3.10)  0.1197
H (-5.01, 0.91, -3.85)  0.1576
H (3.10, -1.46, 0.21)  0.0455
H (1.54, 0.12, 3.55)  0.1464
H (-1.65, -1.62, -1.98)  0.0907
H (1.30, 1.83, 0.69)  0.1661
H (3.16, -2.62, 1.40)  0.1010
H (0.52, 1.32, 2.26)  0.1082
H (2.85, 1.26, 3.04)  0.1095

## Properties
Kohn-Sham gap, hartree: 0.3062
Charge: 0
ΔE to the lowest compared entry with this formula, charge and spin, eV: 6.9037
SMILES: c1ccc(/N=N/N2CCCCC2)cc1
E_LUMO, eV: 0.5

=====

8.
This record from the Open Molecules 2025 dataset describes C24H25Cl2Si as an isolated structure at a distorted geometry. The level of theory is ωB97M-V/def2-TZVPD.

Last column: Löwdin charge in e.
Atoms and positions in Å:
Cl (-6.58, 5.20, 3.40)  0.7047
Cl (-0.11, -0.01, -6.22)  0.7042
Si (2.61, -0.74, 2.11)  1.0562
C (-1.42, -1.15, -4.18)  -0.0986
C (3.55, -2.31, -1.81)  -0.0149
C (4.49, -1.71, 0.75)  -0.1303
C (5.91, -3.17, -2.44)  -0.0347
C (-2.43, -0.22, -0.69)  -0.1676
C (2.66, -1.75, -0.88)  -0.0494
C (4.89, -2.57, -1.50)  -0.2527
C (-4.21, 1.97, 3.39)  -0.0246
C (-0.58, 1.06, -3.78)  -0.0979
C (-3.97, 3.15, 1.27)  -0.0347
C (-3.25, 0.85, 1.37)  -0.0734
C (1.66, -1.97, 3.28)  -0.1520
C (-1.86, -0.06, -2.08)  -0.2356
C (-3.78, 1.98, 2.05)  -0.2445
C (-0.67, -0.05, -4.62)  -0.7079
C (5.33, -2.27, -0.21)  -0.0368
C (2.50, 1.19, 2.21)  -0.1527
C (-1.97, -1.17, -2.91)  -0.0468
C (-5.46, 4.01, 2.93)  -0.6977
C (-2.71, 0.98, 0.14)  -0.0972
C (3.11, -1.43, 0.44)  -0.2685
C (-5.08, 2.98, 3.82)  -0.0920
C (-1.12, 1.04, -2.48)  -0.0332
C (-4.86, 4.13, 1.67)  -0.0951
H (-2.35, 1.96, -0.22)  0.0998
H (1.26, -2.84, 2.72)  0.0514
H (4.88, -1.48, 1.75)  0.0986
H (2.32, -2.36, 4.09)  0.0495
H (3.39, 1.62, 2.75)  0.0513
H (-5.49, 2.97, 4.82)  0.1047
H (-3.54, 3.22, 0.28)  0.0997
H (6.37, -2.47, 0.05)  0.1293
H (2.47, 1.65, 1.20)  0.0526
H (-2.35, -2.10, -2.46)  0.1231
H (-3.94, 1.15, 4.05)  0.1100
H (1.60, 1.52, 2.75)  0.0458
H (1.63, -1.56, -1.17)  0.1067
H (-0.78, 1.81, -1.77)  0.1105
H (5.48, -3.39, -3.43)  0.0838
H (-1.70, -0.75, -0.07)  0.1108
H (-3.23, -1.01, -0.65)  0.1373
H (6.76, -2.47, -2.57)  0.0986
H (-1.52, -2.03, -4.82)  0.1070
H (-5.08, 4.95, 1.00)  0.1109
H (0.00, 1.91, -4.13)  0.1033
H (0.80, -1.47, 3.76)  0.0432
H (3.23, -2.57, -2.83)  0.1262
H (6.32, -4.11, -2.01)  0.0982
H (-3.18, -0.11, 1.86)  0.1213

## Properties
Kohn-Sham gap, hartree: 0.1577
Charge: +1
ΔE to the lowest compared entry with this formula, charge and spin, eV: 2.3904
E_LUMO, eV: -5.5

=====

9.
This record from the Open Molecules 2025 dataset describes C4H5CaO4 as an isolated structure at a distorted geometry. The level of theory is ωB97M-V/def2-TZVPD.

Last column: Löwdin charge in e.
Atoms and positions in Å:
Ca (-0.13, -1.89, -1.10)  1.4773
O (-1.10, -1.83, 0.72)  -0.3227
O (0.76, -2.95, 0.41)  -0.3077
O (1.08, 1.10, -0.87)  -0.0990
O (-0.22, -3.00, 2.43)  0.0041
C (-0.50, 1.66, 0.87)  0.0721
C (0.58, 1.92, 0.11)  -0.1924
C (-0.23, -2.69, 1.24)  -0.9368
C (0.31, 0.49, -1.79)  -0.1446
H (1.26, 2.75, 0.31)  0.1229
H (0.90, 0.18, -2.67)  0.0848
H (-0.59, 2.19, 1.81)  0.0735
H (-1.40, 1.19, 0.45)  0.0721
H (-0.71, 0.88, -1.92)  0.0964

## Properties
Kohn-Sham gap (alpha / beta), hartree: 0.2408 / 0.2119
Charge: 0
ΔE to the lowest compared entry with this formula, charge and spin, eV: 1.5339
E_LUMO (alpha / beta), eV: -1.2 / -2.0
Spin multiplicity: 2

=====

| no. | E (Ha) |
| --- | --- |
| 1 | -349.04009 |
| 2 | -1850.30214 |
| 3 | -728.37954 |
| 4 | -340.04508 |
| 5 | -256.82921 |
| 6 | -844.88439 |
| 7 | -592.16738 |
| 8 | -2139.07769 |
| 9 | -1133.91051 |